[1]
{"formula": "C30H64F5O7P", "method": "ωB97M-V with the def2-TZVPD basis set", "elements": ["C", "O", "C", "C", "C", "C", "C", "C", "C", "C", "C", "C", "C", "C", "P", "C", "C", "C", "C", "F", "F", "C", "F", "F", "F", "H", "H", "H", "H", "H", "H", "H", "H", "H", "H", "H", "H", "H", "H", "H", "H", "H", "H", "H", "H", "H", "H", "H", "H", "H", "H", "H", "H", "H", "H", "H", "H", "H", "H", "C", "O", "C", "C", "O", "C", "H", "H", "H", "H", "H", "H", "H", "H", "H", "H", "C", "O", "C", "C", "O", "C", "H", "H", "H", "H", "H", "H", "H", "H", "H", "H", "C", "O", "C", "C", "O", "C", "H", "H", "H", "H", "H", "H", "H", "H", "H", "H"], "positions_angstrom": [[-4.39, 5.54, 4.11], [-5.45, 5.64, 3.18], [-5.93, 4.40, 2.69], [-7.05, 4.64, 1.69], [-6.74, 5.72, 0.63], [-6.81, 5.21, -0.81], [-5.55, 4.44, -1.27], [-5.72, 2.91, -1.40], [-5.21, 2.30, -2.73], [-4.29, 1.10, -2.55], [-3.92, 0.38, -3.85], [-2.79, -0.64, -3.65], [-2.82, -1.74, -4.71], [-1.80, -2.91, -4.57], [-0.66, -2.85, -3.12], [1.00, -3.12, -3.92], [2.01, -2.02, -3.50], [2.17, -0.91, -4.56], [1.83, 0.49, -4.09], [0.90, 0.49, -3.09], [2.94, 1.13, -3.60], [1.26, 1.39, -5.20], [1.19, 2.66, -4.83], [1.99, 1.32, -6.30], [0.01, 1.01, -5.51], [-3.47, 5.93, 3.67], [-4.20, 4.50, 4.40], [-4.65, 6.13, 5.00], [-6.30, 3.79, 3.53], [-5.11, 3.83, 2.22], [-7.25, 3.69, 1.19], [-7.96, 4.91, 2.25], [-7.45, 6.55, 0.75], [-5.75, 6.14, 0.83], [-7.68, 4.54, -0.91], [-7.01, 6.05, -1.49], [-4.75, 4.65, -0.55], [-5.20, 4.85, -2.22], [-5.18, 2.42, -0.58], [-6.77, 2.65, -1.26], [-6.06, 1.98, -3.34], [-4.68, 3.07, -3.30], [-4.77, 0.38, -1.87], [-3.36, 1.41, -2.05], [-3.61, 1.14, -4.58], [-4.81, -0.13, -4.25], [-2.86, -1.07, -2.65], [-1.83, -0.12, -3.71], [-2.67, -1.28, -5.69], [-3.83, -2.17, -4.74], [-2.34, -3.86, -4.53], [-1.19, -2.97, -5.48], [-0.84, -4.18, -2.68], [0.91, -3.16, -5.01], [1.39, -4.08, -3.57], [1.68, -1.60, -2.55], [2.98, -2.48, -3.31], [3.21, -0.87, -4.91], [1.55, -1.13, -5.43], [-0.30, 9.86, 7.09], [-0.91, 10.43, 5.94], [-0.77, 9.63, 4.78], [-2.03, 8.86, 4.47], [-2.31, 7.88, 5.46], [-3.32, 8.28, 6.37], [-0.60, 10.47, 7.94], [-0.63, 8.83, 7.26], [0.79, 9.88, 7.01], [0.07, 8.94, 4.88], [-0.55, 10.30, 3.94], [-1.90, 8.33, 3.52], [-2.87, 9.55, 4.36], [-4.30, 8.30, 5.88], [-3.12, 9.27, 6.80], [-3.35, 7.54, 7.17], [7.28, -5.75, -2.18], [6.58, -6.36, -1.11], [5.78, -5.45, -0.37], [4.32, -5.58, -0.73], [4.07, -5.18, -2.08], [3.91, -6.27, -2.97], [7.73, -6.55, -2.76], [6.61, -5.17, -2.82], [8.08, -5.10, -1.81], [6.11, -4.42, -0.53], [5.90, -5.69, 0.69], [3.73, -4.92, -0.08], [3.98, -6.60, -0.57], [2.96, -6.79, -2.79], [4.73, -6.99, -2.88], [3.91, -5.86, -3.98], [5.51, -8.27, 4.27], [6.88, -8.01, 4.50], [7.69, -9.18, 4.48], [8.43, -9.32, 3.17], [7.55, -9.55, 2.09], [7.30, -8.40, 1.30], [5.01, -7.31, 4.16], [5.36, -8.86, 3.35], [5.06, -8.81, 5.11], [7.08, -10.07, 4.66], [8.42, -9.09, 5.30], [9.11, -10.18, 3.24], [9.04, -8.43, 2.99], [8.19, -8.11, 0.74], [6.99, -7.55, 1.92], [6.51, -8.64, 0.60]], "lowdin_charge": [-0.088, -0.202, -0.253, -0.164, -0.202, -0.212, -0.191, -0.202, -0.215, -0.238, -0.220, -0.270, -0.271, -0.402, 0.937, -0.407, -0.243, -0.071, -0.429, 0.100, 0.107, -0.587, 0.184, 0.178, 0.160, 0.085, 0.088, 0.073, 0.122, 0.122, 0.106, 0.111, 0.107, 0.103, 0.101, 0.102, 0.105, 0.098, 0.101, 0.098, 0.112, 0.105, 0.117, 0.121, 0.116, 0.111, 0.092, 0.089, 0.107, 0.101, 0.064, 0.060, -0.069, 0.065, 0.058, 0.084, 0.102, 0.132, 0.119, -0.112, -0.189, -0.206, -0.205, -0.202, -0.118, 0.089, 0.083, 0.088, 0.126, 0.126, 0.124, 0.129, 0.083, 0.085, 0.092, -0.103, -0.204, -0.201, -0.200, -0.202, -0.112, 0.090, 0.083, 0.090, 0.128, 0.117, 0.128, 0.127, 0.089, 0.084, 0.088, -0.114, -0.190, -0.207, -0.209, -0.185, -0.117, 0.088, 0.083, 0.088, 0.125, 0.125, 0.125, 0.126, 0.091, 0.076, 0.088], "e_lumo_ev": 0.67, "homo_ev": -8.754, "smiles": "COCCCCCCCCCCCCPCCCC(F)(F)C(F)(F)F.COCCOC.COCCOC.COCCOC", "total_energy_ev": -69352.460, "homo_lumo_gap_ev": 9.427}


[2]
{"formula": "C30H64NO14S", "method": "ωB97M-V with the def2-TZVPD basis set", "elements": ["C", "C", "S", "N", "H", "H", "H", "H", "H", "H", "H", "H", "O", "C", "O", "C", "C", "C", "H", "H", "H", "H", "H", "H", "H", "H", "O", "C", "O", "C", "C", "C", "H", "H", "H", "H", "H", "H", "H", "H", "O", "C", "O", "C", "C", "C", "H", "H", "H", "H", "H", "H", "H", "H", "O", "C", "O", "C", "C", "C", "H", "H", "H", "H", "H", "H", "H", "H", "O", "C", "O", "C", "C", "C", "H", "H", "H", "H", "H", "H", "H", "H", "O", "C", "O", "C", "C", "C", "H", "H", "H", "H", "H", "H", "H", "H", "O", "C", "O", "C", "C", "C", "H", "H", "H", "H", "H", "H", "H", "H"], "positions_angstrom": [[2.22, -0.16, -0.38], [0.81, 0.47, -0.16], [-0.54, -0.78, 0.00], [-1.98, 0.08, -0.43], [2.23, -1.25, -0.49], [2.87, 0.09, 0.47], [2.70, 0.27, -1.28], [0.76, 1.09, 0.75], [0.56, 1.12, -1.01], [-0.74, -1.09, 1.32], [-2.08, -0.10, -1.43], [-1.79, 1.08, -0.33], [2.34, -0.50, -2.58], [2.66, 0.54, -3.11], [2.49, 1.68, -2.43], [2.99, 2.96, -2.86], [2.02, 3.64, -3.82], [3.16, 0.57, -4.52], [3.99, 2.88, -3.27], [3.07, 3.56, -1.95], [1.89, 3.07, -4.74], [2.37, 4.64, -4.08], [1.04, 3.72, -3.35], [2.31, 0.57, -5.20], [3.76, -0.32, -4.70], [3.80, 1.43, -4.74], [6.23, 2.97, -1.29], [6.43, 2.03, -0.58], [7.67, 1.78, -0.13], [7.98, 0.80, 0.86], [8.15, -0.57, 0.24], [5.32, 1.07, -0.25], [7.24, 0.81, 1.66], [8.92, 1.11, 1.31], [7.23, -0.92, -0.24], [8.44, -1.30, 1.00], [8.92, -0.55, -0.53], [5.21, 0.36, -1.06], [4.40, 1.65, -0.15], [5.46, 0.54, 0.69], [-0.14, -3.81, 4.28], [-1.32, -3.62, 4.31], [-1.96, -3.30, 3.17], [-3.39, -3.22, 3.04], [-3.90, -1.86, 3.47], [-2.09, -3.63, 5.61], [-3.87, -4.04, 3.58], [-3.60, -3.38, 1.99], [-3.69, -1.66, 4.52], [-4.98, -1.80, 3.31], [-3.41, -1.07, 2.89], [-1.98, -2.67, 6.10], [-1.66, -4.41, 6.25], [-3.14, -3.87, 5.49], [1.27, 4.12, -6.68], [0.11, 4.36, -6.83], [-0.39, 4.50, -8.07], [-1.78, 4.61, -8.37], [-2.27, 6.04, -8.23], [-0.78, 4.57, -5.64], [-2.36, 3.91, -7.76], [-1.89, 4.29, -9.40], [-2.16, 6.41, -7.21], [-3.32, 6.12, -8.51], [-1.68, 6.70, -8.87], [-0.67, 5.60, -5.29], [-0.45, 3.89, -4.86], [-1.83, 4.36, -5.81], [5.69, -8.11, 4.90], [4.50, -7.92, 4.94], [3.85, -7.60, 3.81], [2.43, -7.53, 3.70], [1.91, -6.18, 4.14], [3.75, -7.95, 6.24], [1.96, -8.36, 4.24], [2.20, -7.68, 2.65], [2.13, -5.98, 5.19], [0.83, -6.12, 4.00], [2.38, -5.38, 3.56], [3.86, -6.99, 6.73], [4.19, -8.73, 6.87], [2.70, -8.19, 6.13], [-6.60, -3.98, 2.72], [-7.46, -3.34, 2.18], [-8.14, -2.43, 2.88], [-9.06, -1.49, 2.30], [-10.44, -2.10, 2.13], [-7.83, -3.60, 0.74], [-8.67, -1.09, 1.37], [-9.12, -0.66, 3.00], [-10.42, -2.95, 1.45], [-11.14, -1.36, 1.74], [-10.81, -2.47, 3.09], [-8.52, -4.44, 0.71], [-6.93, -3.85, 0.19], [-8.28, -2.74, 0.24], [-0.47, 4.69, -2.37], [-0.36, 4.76, -1.18], [-1.13, 5.58, -0.47], [-1.18, 5.60, 0.96], [-0.08, 6.47, 1.54], [0.74, 3.97, -0.52], [-1.16, 4.58, 1.36], [-2.15, 6.02, 1.22], [0.91, 6.09, 1.29], [-0.16, 6.52, 2.63], [-0.15, 7.48, 1.14], [1.67, 4.52, -0.59], [0.83, 3.03, -1.05], [0.54, 3.72, 0.52]], "lowdin_charge": [-0.154, -0.371, 1.113, -0.215, 0.095, 0.073, 0.019, 0.093, 0.069, 0.029, 0.059, 0.051, 0.042, -0.500, -0.050, -0.194, -0.053, 0.049, 0.121, 0.106, 0.058, 0.108, 0.039, 0.108, 0.101, 0.085, 0.108, -0.531, 0.013, -0.226, -0.061, 0.004, 0.114, 0.126, 0.067, 0.086, 0.087, 0.103, 0.076, 0.076, 0.094, -0.530, -0.022, -0.229, -0.055, 0.021, 0.114, 0.120, 0.074, 0.072, 0.069, 0.100, 0.096, 0.076, 0.090, -0.519, 0.009, -0.231, -0.063, 0.013, 0.113, 0.124, 0.068, 0.083, 0.086, 0.107, 0.058, 0.076, 0.110, -0.538, -0.001, -0.233, -0.074, 0.009, 0.114, 0.121, 0.072, 0.065, 0.084, 0.096, 0.092, 0.068, 0.094, -0.536, 0.002, -0.231, -0.061, 0.015, 0.113, 0.123, 0.070, 0.085, 0.087, 0.102, 0.090, 0.070, 0.096, -0.512, 0.020, -0.225, -0.057, 0.020, 0.110, 0.126, 0.070, 0.087, 0.090, 0.106, 0.048, 0.074], "e_lumo_ev": -3.35, "homo_ev": -11.233, "total_charge": 1, "total_energy_ev": -73129.250, "homo_lumo_gap_ev": 7.884}